The following is a quantum chemistry calculation of 2 unconnected molecules or ions with the total composition C20H21F3IO3S at a distorted geometry, from the OMol25 dataset.

Summary:
Calculated total energy, Eh: -1995.8882
E_LUMO, eV: 2.5
HOMO, eV: -2.72
Max |F|, eV Å⁻¹: 2.2

```
! wB97M-V def2-TZVPD RIJCOSX def2/J DEFGRID3
* xyz -1 1
I 2.18 0.48 1.49
H -0.08 4.32 -1.44
H -1.75 -0.75 2.92
H -3.47 0.89 3.74
H 3.49 1.76 -0.01
C -1.73 -1.98 0.50
H -1.91 -2.42 -0.48
H -2.36 0.73 -0.74
C 1.02 2.60 -0.70
C -3.60 0.39 2.77
C 0.35 -6.07 1.20
H -0.64 -6.53 1.19
H -5.54 1.26 2.39
F 4.65 1.16 -3.36
C 2.36 4.25 -2.02
H 4.46 2.42 -1.34
C 3.59 2.61 -0.70
C 4.22 0.05 -2.70
C -0.80 -2.67 1.37
C 0.30 -4.69 1.78
C 2.30 2.84 -1.47
C -4.90 -0.05 0.78
C -1.32 2.57 -1.24
C -3.94 -0.93 0.31
S 2.42 0.27 -2.18
H 0.97 -6.72 1.81
C -0.39 0.83 0.13
C -0.13 3.27 -1.14
H 3.28 4.43 -2.59
C -4.75 0.63 1.99
H -4.07 -1.47 -0.63
F 5.03 -0.15 -1.61
H 2.37 4.92 -1.14
C -2.75 -1.19 1.06
C -2.64 -0.52 2.33
F 4.36 -1.02 -3.53
H 3.79 3.49 -0.08
O -0.32 -2.27 2.43
C -1.44 1.31 -0.65
H 1.51 4.51 -2.66
H -0.17 -4.70 2.77
H 0.73 -6.05 0.18
H -0.49 -0.12 0.64
O -0.52 -3.91 0.87
H -5.80 0.11 0.18
C 0.85 1.46 0.12
H 1.28 -4.21 1.83
O 2.17 1.91 -2.58
H -2.17 2.95 -1.80
*
```

The following is a quantum chemistry calculation of 2 unconnected molecules or ions with the total composition C10H21NP at a distorted geometry, from the OMol25 dataset.

Summary:
Calculated total energy, Eh: -789.1726
E_LUMO (spin up / spin down), eV: -3.9 / -5.8
HOMO (spin up / spin down), eV: -11.01 / -12.61
Max |F|, eV Å⁻¹: 6.3

```
! wB97M-V def2-TZVPD RIJCOSX def2/J DEFGRID3
* xyz 1 3
C -0.42 -2.28 -1.57
H 4.94 -1.04 -0.56
H 2.41 1.69 1.03
H -1.31 -3.57 0.94
N -0.79 2.47 -0.01
H -1.69 -0.56 1.27
H -0.38 3.72 -1.69
C -1.26 3.23 -1.20
C -0.64 1.21 0.05
H -1.82 4.02 -0.89
C -1.74 -2.75 1.47
P 2.83 -0.50 0.21
H -1.17 -2.42 2.33
H -1.59 0.42 -1.43
H -0.13 4.19 1.08
C 2.95 0.81 1.03
H -2.73 -3.03 1.74
C -1.55 -1.47 0.52
H 0.06 0.41 -1.67
C -0.46 -1.18 -0.48
H 0.38 -1.33 0.18
C 4.41 -1.44 0.17
H -1.81 3.42 1.48
H -1.90 2.52 -1.87
C -0.67 0.23 -0.98
H -2.56 -1.53 -0.13
H 4.30 -2.42 0.01
C -0.78 3.35 1.13
H -0.46 -3.32 -1.26
H 0.53 -2.06 -2.11
H 4.87 -1.43 1.22
H -0.45 2.88 2.09
H -1.36 -2.24 -2.13
*
```